[1]
22
Properties=species:S:1:pos:R:3:forces:R:3:mulliken_charge:R:1 method="wB97M-V/def2-TZVPD" lumo_energy_ev=0.69 homo_lumo_gap_ev=8.54
C 0.791315 -0.087123 -0.797185 1.1 1.7 -2.7 -0.242
C -0.134406 -1.660485 1.376202 -1.2 -1.9 3.7 -0.672
C 1.363496 0.442738 -1.919296 -0.8 -1.1 -0.6 -0.911
O -1.567144 -1.557128 1.090244 1.7 0.1 -0.4 -0.394
N -2.754442 -1.245854 -0.712050 0.9 3.1 0.0 -0.447
H 1.791010 1.434791 -1.828641 0.3 -0.1 -0.5 0.292
H -2.674345 -2.199789 -0.820620 -0.4 -2.1 0.0 0.196
C 0.963378 1.965037 0.736950 -0.7 -1.4 0.6 -1.464
H 1.330645 -0.101796 -3.015559 0.1 1.5 3.2 0.209
H -1.818945 1.189412 -0.609011 -0.2 -1.2 0.7 0.218
H 0.459109 -2.277029 0.734216 -0.4 -0.5 -1.1 0.301
H 0.679916 2.346602 -0.221559 0.1 1.0 -0.3 0.403
C 0.765852 0.460687 0.556134 1.3 -0.9 1.2 1.083
H 0.163929 2.119650 1.444612 -0.4 0.8 0.0 0.400
H -0.283696 -2.265022 2.343627 1.0 0.9 -1.2 0.308
H 0.840925 -0.113224 2.543914 -0.4 0.6 1.5 0.459
H -3.577774 -0.711588 -0.855104 -0.7 -0.2 -0.7 0.220
N -1.606343 0.606949 0.227998 -0.7 1.0 -0.3 -0.456
C 0.467849 -0.371478 1.597878 2.2 1.4 -1.9 -0.428
H 0.284689 -0.955778 -1.056560 -0.8 -1.9 0.4 0.171
C -1.886033 -0.623099 0.186064 -2.5 -0.4 -1.2 0.475
H 1.840339 2.426139 1.175951 0.5 -0.4 -0.3 0.278

[2]
17
Properties=species:S:1:pos:R:3:forces:R:3:mulliken_charge:R:1 method="wB97M-V/def2-TZVPD" lumo_energy_ev=0.92 smiles=CCNCCS homo_lumo_gap_ev=10.03
C -0.253859 -0.190107 -0.399042 1.2 -0.2 0.0 -0.276
C 2.088879 -0.682880 -0.956602 -0.3 0.0 0.6 -0.273
H 4.080864 0.091990 -0.519503 -0.2 0.0 0.0 0.272
H -0.009032 0.699370 -1.001690 -0.3 -0.2 -0.3 0.293
H 1.903563 -1.483856 -1.670889 0.3 0.1 -0.3 0.304
N 1.022013 -0.804650 0.044550 -0.6 0.7 0.3 -0.482
H -0.507628 1.231827 1.183502 0.1 -0.1 -0.1 0.377
H 1.282770 -0.265332 0.866428 0.3 -0.2 0.0 0.247
H -0.788914 -0.923440 -1.007363 -0.3 0.3 0.1 0.303
C -1.009591 0.341212 0.797368 0.0 0.3 0.3 -0.963
H -2.380863 1.981050 -0.141624 -0.1 0.1 -0.1 0.108
C 3.457614 -0.775919 -0.279959 0.6 0.2 -0.2 -0.996
H 2.016275 0.287251 -1.469130 0.0 -0.1 -0.2 0.285
H 4.060893 -1.633870 -0.568699 -0.2 -0.2 -0.1 0.260
H 3.387708 -0.802282 0.805941 -0.2 -0.1 0.1 0.332
H -1.066188 -0.324683 1.647608 0.0 -0.6 0.0 0.405
S -2.697754 0.827662 0.447206 -0.5 0.0 -0.1 -0.195

[3]
11
Properties=species:S:1:pos:R:3:forces:R:3:mulliken_charge:R:1 method="wB97M-V/def2-TZVPD" lumo_energy_ev=-1.28 smiles="C=C1C(=O)C=NC1=O" homo_lumo_gap_ev=8.58
O -2.101049 -0.377027 -0.269835 -2.6 -1.0 -0.1 -0.507
N 1.226071 -1.659958 0.092224 -3.1 1.3 -0.7 -0.491
C 1.422353 -0.165009 -0.167158 -1.5 -0.8 0.4 0.336
O 2.479654 0.336984 -0.306201 0.6 0.2 0.0 -0.432
H -1.446023 2.137832 0.000910 2.7 -1.1 0.3 0.248
C -0.076794 -1.819007 0.009881 0.5 -2.3 1.3 -0.083
C -0.939648 -0.565085 -0.222554 1.9 -0.1 -0.3 0.583
C 0.035209 0.480420 -0.221367 1.9 4.7 1.4 0.303
C -0.296096 1.812896 0.109488 -1.1 -0.8 0.4 -0.538
H 0.319271 2.651673 0.674390 -0.7 -2.1 -1.9 0.256
H -0.622949 -2.833718 0.300222 1.4 2.1 -0.9 0.325

[4]
9
Properties=species:S:1:pos:R:3:forces:R:3:mulliken_charge:R:1 method="wB97M-V/def2-TZVPD" lumo_energy_ev="-0.93 / -1.07" smiles=P#[PH]P.C#N homo_lumo_gap_ev="6.29 / 6.35"
H -0.651100 -0.270484 -1.691903 0.3 1.0 0.5 0.093
N -0.817791 -1.335511 0.826930 -0.6 0.0 -0.9 -0.288
P 0.967729 0.651196 1.653757 0.7 0.5 1.0 -0.065
C -1.311981 -2.075976 1.541899 1.0 0.8 -0.8 -0.058
H 0.333711 1.295544 -2.563539 -0.7 0.2 0.3 0.063
H -1.431911 -2.758480 2.291667 -0.8 -1.4 1.5 0.313
P 1.446011 1.082742 -0.246545 -2.0 -3.6 0.2 0.024
H 1.957266 2.252784 -0.441452 1.2 3.1 -0.5 0.046
P -0.491934 1.158187 -1.370814 0.8 -0.8 -1.4 -0.129

[5]
7
Properties=species:S:1:pos:R:3:forces:R:3:mulliken_charge:R:1 method="wB97M-V/def2-TZVPD" lumo_energy_ev="-1.38 / -1.66" smiles="CC(=S)Br" homo_lumo_gap_ev="7.26 / 6.90"
Br -2.088629 -1.084502 -0.327254 0.4 -0.2 -0.2 0.047
H 1.138729 -0.006473 -1.057463 -0.7 -1.1 0.3 0.282
C 0.709823 -0.241649 -0.041069 1.8 1.3 -0.3 -0.744
C -0.720046 0.093163 -0.043316 -1.6 6.1 3.0 0.056
H 1.434519 0.552045 0.452549 -2.1 -1.6 0.0 0.296
H 0.852988 -1.285440 0.306583 0.4 0.7 -0.5 0.296
S -1.327386 1.972854 0.709970 1.8 -5.2 -2.3 -0.234

[6]
96
Properties=species:S:1:pos:R:3:forces:R:3:mulliken_charge:R:1 method="wB97M-V/def2-TZVPD" total_charge=-1 lumo_energy_ev=1.86 homo_lumo_gap_ev=4.93
C 0.218480 -5.001036 2.377493 0.2 0.6 -3.2 -0.843
C 3.345757 1.684672 -1.484558 -1.6 -1.8 2.3 0.565
H -4.610150 -2.819993 3.009582 0.4 0.3 0.0 0.378
C -0.932812 -4.225074 2.604237 -1.4 -0.7 1.1 1.278
H 3.936549 3.963151 -0.191593 -0.9 -0.1 1.1 0.607
H -1.129214 -4.519142 4.849799 -0.4 0.0 -1.4 0.196
C 1.563267 -0.900060 -2.948601 3.0 1.0 0.2 -0.548
C 4.220306 -2.246213 1.788500 -0.8 -0.6 -0.3 -0.537
C -7.699009 -0.544741 -1.618965 -0.3 1.1 -1.0 -0.369
N 0.264465 2.694538 -0.785311 -1.1 0.5 -0.2 0.449
N -5.997929 -2.031505 -0.623332 -1.9 0.3 -1.8 -0.571
N 1.874872 0.141850 -2.197401 -2.5 -1.6 0.8 0.736
O 1.338870 3.935098 0.872593 -0.7 0.2 -1.8 -0.594
O -0.868581 -0.424448 -1.562994 -0.4 1.1 -0.2 -0.654
C -6.134597 0.319814 -0.014977 1.0 0.4 -0.8 1.252
H 1.580864 -3.262554 -3.959095 -0.5 -0.2 -0.1 0.290
N -1.028541 -3.442511 0.302375 -0.1 -1.1 -0.5 0.203
C 5.264363 -1.393777 3.767560 -0.3 0.7 0.7 -0.648
H -3.162489 -3.674055 4.988031 -1.2 0.5 0.6 0.392
C -1.766018 -3.443983 -3.196933 0.1 -2.7 0.0 -0.445
C 6.562119 4.171746 -2.210067 0.4 -0.4 0.1 -0.308
C -1.599896 -3.549661 1.497433 0.4 0.4 1.1 -0.106
N 2.904723 0.935869 -2.449854 2.0 1.0 -1.8 -0.916
H -3.990869 2.118006 1.990276 -0.3 -0.2 0.0 0.367
C 0.574361 -3.004820 -3.604695 0.0 -1.5 -0.5 -0.944
N 1.110446 0.915905 2.302858 1.4 0.1 2.2 0.381
H -2.900682 -0.069223 2.079411 -0.2 0.0 -0.5 0.462
C -2.834403 -3.575382 3.981619 1.0 -1.7 0.1 -0.498
C 4.635591 3.691734 -0.924483 1.4 1.2 0.0 -0.271
N -0.628322 4.338224 -2.055098 0.6 1.7 0.6 0.015
H -1.323733 1.182446 -2.004413 -0.5 0.1 -0.3 -0.047
H 2.736394 1.522711 5.017498 -0.7 -0.2 -1.0 0.223
H -2.306876 5.519147 -2.688493 0.0 -0.1 0.3 0.291
C -4.161583 -1.059182 0.653043 0.1 -1.0 1.1 0.061
C -0.668933 3.048009 -1.737286 1.9 0.0 1.3 0.232
H -1.799704 4.160641 -3.696143 0.1 0.6 -0.4 0.316
O 2.406984 -1.089106 0.842060 0.0 -0.4 -0.2 -0.354
N 2.085427 1.481561 4.219180 -0.3 0.2 0.5 -0.034
C 3.264255 -1.178054 1.803284 0.4 1.0 0.9 0.212
C 0.625123 -5.024375 0.981397 -0.8 -0.8 3.4 -0.835
H 0.360493 2.684768 4.965261 0.8 -0.3 -0.1 0.367
C -0.029263 -4.283108 0.030669 0.4 1.5 -1.1 0.074
H 5.701902 -3.306391 2.970662 0.4 -0.4 -0.5 0.444
C 6.328461 3.093540 -3.088637 0.6 1.2 0.1 -0.608
C 0.826617 2.073371 4.189663 -0.7 0.4 0.4 -0.923
H -2.855750 -1.974026 -2.150814 -0.5 -0.1 0.7 0.381
C 0.483230 -1.785501 -2.928258 -2.6 0.4 0.4 0.805
C -3.553079 -3.071050 2.904790 -0.7 0.7 -0.3 -0.768
H -2.608778 -4.154355 -3.142311 0.4 0.3 -0.5 0.304
H 0.759426 -5.612056 3.130154 -0.6 0.6 -0.5 0.363
C 5.122192 -2.421671 2.818012 -0.2 1.3 0.3 -0.525
H 7.507084 4.636128 -2.351985 0.6 0.8 0.0 0.358
H 1.342241 -5.749523 0.716478 1.1 -0.5 -0.5 0.505
H 4.560244 0.350927 4.661575 -0.5 0.0 -0.5 0.228
C -2.924922 -2.872118 1.672567 0.9 0.4 -0.7 0.220
C -5.448768 -0.963569 -0.060513 0.7 1.4 1.2 0.151
C -7.139870 0.576891 -0.966493 -0.9 -1.0 -0.3 -0.751
C -4.426086 1.271089 1.452318 -2.2 0.9 -1.1 -0.478
C 0.293290 5.017770 -1.099029 -0.6 0.7 -0.5 -0.577
Bi 0.984001 0.380614 -0.056229 0.2 -0.2 0.2 2.128
C 5.271898 2.284111 -2.846327 -0.7 -0.9 0.2 -0.483
H 1.143087 5.500424 -1.623788 -0.3 -0.4 0.2 0.308
H 0.354724 -4.231800 -1.021602 -0.4 -0.2 1.0 -0.013
C -1.438604 4.985694 -3.076292 0.2 -0.4 0.3 -0.981
H 2.369520 -1.221693 -3.631127 -0.2 0.4 -0.1 0.269
H -7.381628 1.663377 -1.065001 -0.4 -1.2 -0.3 0.298
H -0.848331 5.714738 -3.647186 0.0 -0.5 0.0 0.323
H -2.164503 2.474255 -2.946784 0.0 -0.3 0.1 0.175
C 2.232743 0.737503 3.085848 -2.4 0.9 -0.5 -0.185
C 3.286934 -0.214260 2.927912 0.9 -1.7 -1.7 0.509
H 5.052362 1.383062 -3.486491 0.1 1.2 1.0 0.326
C -5.640060 1.411783 0.723302 1.8 0.3 1.0 -0.964
H -6.110212 2.391690 0.656557 -0.1 -0.2 0.0 0.270
C -1.634688 -4.234850 3.882885 1.4 1.0 0.0 -0.902
H -7.627467 -2.762270 -1.693950 0.7 1.5 0.0 0.350
C 4.346330 -0.335896 3.829991 0.9 -0.6 0.2 -0.790
N -3.386655 -2.184636 0.615737 -1.1 0.5 0.1 -0.187
C 5.765102 4.495888 -1.123209 0.7 -0.6 -0.6 -0.882
H 6.065387 -1.341335 4.530441 -0.5 -0.6 -0.6 0.310
C 0.742048 3.853012 -0.200445 0.1 -0.4 0.9 0.025
C -0.503697 -3.878439 -3.695887 0.2 0.5 -0.2 -0.754
C -7.114879 -1.797433 -1.375831 0.6 -2.1 1.3 -0.412
H 7.018888 2.976382 -3.927364 -0.3 -0.2 0.3 0.367
N -1.489298 2.190706 -2.258715 -0.2 -1.4 -0.2 -0.060
H 4.108087 -2.985993 0.955680 0.1 0.7 0.9 0.303
C 0.221750 1.719889 3.034121 2.8 -0.8 -0.3 -0.689
H -0.240427 5.818108 -0.536377 0.3 -0.6 -0.2 0.332
C -0.799072 -1.421351 -2.362350 0.6 -1.2 0.9 0.701
C -3.777048 0.074980 1.429622 1.2 -1.8 0.2 -0.317
O 2.909481 1.546667 -0.223800 -0.1 0.4 -1.4 -0.727
H -8.520325 -0.522171 -2.427534 1.3 0.3 1.5 0.253
C 4.465933 2.606329 -1.711124 -0.7 -1.8 -2.2 0.407
H -0.469434 -4.887286 -4.122204 0.4 0.6 0.0 0.304
C -1.916311 -2.329440 -2.499141 1.0 3.0 -0.4 -0.574
H -0.677279 2.039178 2.599950 -1.1 0.3 -0.3 0.658
H 6.134132 5.243105 -0.411382 -0.6 -0.1 -0.4 0.348

Computed energy relative to the best compared isomer or geometry (same formula, charge and spin), in the same sequence as the records: 91.2, 14.1, 36.5, 68.2, 62.5, 89.3 kcal per mole.
Computed maximum force, in the same sequence as the records: 0.0837, 0.0230, 0.1024, 0.0801, 0.1355, 0.0691 Eh/bohr.